w.
# C7H13NO

One molecule with the formula C7H13NO (wB97M-V/def2-TZVPD, the OMol25 dataset).

```
22
Properties=species:S:1:pos:R:3
C 2.781 -0.666 -0.762
H 0.992 -1.870 -0.343
H 3.346 -0.015 -0.088
N 0.940 1.486 0.000
C -1.853 0.737 -0.622
H -0.813 -2.148 1.012
H 3.296 -1.624 -0.816
C 0.573 0.132 0.126
H -2.445 -1.655 0.601
O -1.227 1.549 2.024
H -2.889 0.784 -0.278
H 2.816 -0.220 -1.762
H 0.753 2.040 0.829
H -1.466 1.751 -0.727
H -1.274 -1.986 -0.693
C -1.402 -1.573 0.304
H -1.829 0.277 -1.610
H -1.761 2.005 1.333
C -0.798 0.350 1.727
C 1.371 -0.860 -0.285
C -1.009 -0.104 0.334
H 1.896 1.610 -0.302
```

The charge is 0. The calculation puts the LUMO energy at 0.78 eV. Its multiplicity is 1. The HOMO energy is -8.037 eV.

Quick look at the Löwdin charges, all values in e: number 1, C, carries -0.103; number 2, H, carries 0.091; number 3, H, carries 0.073; number 4, N, carries 0.107; number 5, C, carries -0.047; number 6, H, carries 0.084; number 7, H, carries 0.068; number 8, C, carries -0.309; number 9, H, carries 0.087; number 10, O, carries 0.023; number 11, H, carries 0.088; number 12, H, carries 0.079; number 13, H, carries 0.085; number 14, H, carries 0.070; number 15, H, carries 0.084; number 16, C, carries -0.062; number 17, H, carries 0.092; number 18, H, carries 0.103; number 19, C, carries -0.077; number 20, C, carries -0.103; number 21, C, carries -0.508; number 22, H, carries 0.076

***

x.
# C7H13NO

One molecule with the formula C7H13NO (wB97M-V/def2-TZVPD, the OMol25 dataset).

```
22
Properties=species:S:1:pos:R:3
C -0.595 0.849 -0.082
H 0.990 1.562 -2.342
H 1.959 -0.089 0.549
C -0.932 -0.632 -0.067
N 0.733 1.341 -0.457
H -0.353 -2.695 -1.295
O 1.118 0.817 -1.742
H -1.317 2.766 0.569
H -1.665 0.106 -2.099
H -2.225 1.389 1.206
C -0.751 -1.766 0.801
H 2.713 1.474 0.147
H -0.219 -1.552 1.727
H 1.526 1.379 1.458
C -1.446 0.130 -1.053
H -1.536 -2.522 0.777
C -1.231 1.755 0.959
H 0.760 -3.144 -0.021
H 1.057 -1.658 -0.890
C 1.792 0.993 0.475
H -0.648 1.795 1.877
C 0.270 -2.297 -0.499
```

The charge is 0. The structure (SMILES) is CCC1=C[C@]1(C)N(C)O. The calculation puts the LUMO energy at 0.92 eV. Its multiplicity is 1. The HOMO energy is -7.925 eV.

Quick look at the Löwdin charges, all values in e: number 1, C, carries -0.450; number 2, H, carries 0.101; number 3, H, carries 0.078; number 4, C, carries -0.241; number 5, N, carries -0.177; number 6, H, carries 0.076; number 7, O, carries -0.052; number 8, H, carries 0.075; number 9, H, carries 0.090; number 10, H, carries 0.080; number 11, C, carries -0.057; number 12, H, carries 0.084; number 13, H, carries 0.106; number 14, H, carries 0.080; number 15, C, carries 0.063; number 16, H, carries 0.107; number 17, C, carries -0.030; number 18, H, carries 0.055; number 19, H, carries 0.057; number 20, C, carries -0.068; number 21, H, carries 0.063; number 22, C, carries -0.043

***

y.
# C7H13NO

A 2-piece molecular cluster, C7H13NO overall (wB97M-V/def2-TZVPD, the OMol25 dataset).

```
22
Properties=species:S:1:pos:R:3
C 3.272 0.498 0.919
H 2.489 -0.148 2.678
C -5.876 1.619 -0.014
C -5.329 0.481 -0.809
O 3.635 1.587 1.373
H -5.101 0.647 -1.854
H 2.872 -1.788 -0.820
H -6.321 2.389 -0.643
H -6.143 -0.994 0.479
H 3.177 -1.442 1.722
H -5.525 -1.608 -1.033
H -5.075 2.017 0.612
H 4.479 -1.773 -1.566
H -6.668 1.289 0.660
C 3.919 -1.530 -0.663
H 5.482 1.458 -0.162
N 2.830 -0.497 1.793
H 5.846 0.204 -1.417
C 5.121 0.613 -0.728
H 4.324 -2.163 0.127
C 4.043 -0.066 -0.326
C -5.451 -0.793 -0.328
```

The charge is 0. The structure (SMILES) is C=C(C)C(N)=O.C=CC. The calculation puts the LUMO energy at 0.51 eV. Its multiplicity is 1. The HOMO energy is -9.469 eV.

Quick look at the Löwdin charges, all values in e: number 1, C, carries -0.430; number 2, H, carries 0.101; number 3, C, carries -0.132; number 4, C, carries -0.225; number 5, O, carries 0.019; number 6, H, carries 0.086; number 7, H, carries 0.078; number 8, H, carries 0.070; number 9, H, carries 0.046; number 10, H, carries 0.081; number 11, H, carries 0.039; number 12, H, carries 0.074; number 13, H, carries 0.078; number 14, H, carries 0.069; number 15, C, carries -0.088; number 16, H, carries 0.069; number 17, N, carries 0.136; number 18, H, carries 0.067; number 19, C, carries 0.069; number 20, H, carries 0.077; number 21, C, carries -0.257; number 22, C, carries -0.027

***

Least stable = x